No. 1
Formula: C5H11N
Source: OMol25
Level of theory: the ωB97M-V functional and the def2-TZVPD basis

Properties
lowest unoccupied orbital energy = 1.17 eV
frontier orbital gap = 9.650 eV
ΔE to the lowest compared entry with this formula, charge and spin = 1.5040 eV

ORCA input file:
```
! RIJCOSX wB97M-V def2-TZVPD def2/J DEFGRID3
* xyz 0 1
C -0.4802 0.3267 1.0659
N 0.8610 0.2728 0.4018
C -1.4834 0.7801 -0.0690
H -0.9252 1.0809 -2.2459
H 2.4844 -1.0361 0.6335
C -0.7971 0.3803 -1.4208
H -0.6010 0.9778 1.9036
H -0.8096 -0.7355 1.3686
H -1.7688 1.8097 -0.1563
C 0.6934 0.1715 -1.0820
H -1.2834 -0.6935 -1.7009
C 1.5383 -0.9973 1.0773
H -2.4178 0.1810 0.1191
H 1.0904 -0.7419 -1.4584
H 0.9789 -1.9759 0.8646
H 1.5707 -0.7948 2.1506
H 1.3496 0.9941 -1.4516
*
```

***

No. 2
Formula: C6H16
Source: OMol25
Level of theory: the ωB97M-V functional and the def2-TZVPD basis

Properties
lowest unoccupied orbital energy = 1.11 eV
frontier orbital gap = 12.138 eV
ΔE to the lowest compared entry with this formula, charge and spin = 1.2097 eV

ORCA input file:
```
! RIJCOSX wB97M-V def2-TZVPD def2/J DEFGRID3
* xyz 0 1
H -1.5637 -0.8094 -0.6238
C -2.8305 -0.4198 1.1368
H -1.7670 0.8728 -0.3183
H 1.9649 -0.6301 -2.5038
H 2.0673 1.6612 -1.9554
H 0.3980 0.8483 -0.3305
H -0.9508 0.2372 2.0805
H -1.9062 -0.9327 3.1281
C -2.3150 -0.0396 -0.3049
C 1.4401 0.7246 -0.0811
H -1.0568 -1.3780 1.6880
H 1.5424 1.3929 0.7482
H 1.7355 -0.2979 0.2513
C -1.6209 -0.6036 2.1485
C 2.4475 0.9719 -1.1648
H 3.7744 -0.4751 -2.1007
C 2.7616 -0.3936 -1.6944
H -3.4016 -1.3893 1.1253
H -3.1769 0.0944 -1.0274
H 3.3988 1.4544 -0.8065
H 2.6924 -1.2133 -0.8871
H -3.6334 0.3246 1.4920
*
```

***

No. 3
Formula: C39H67N15O2P
Source: OMol25
Level of theory: the ωB97M-V functional and the def2-TZVPD basis

Properties
lowest unoccupied orbital energy = -1.90 eV
frontier orbital gap = 3.803 eV

ORCA input file:
```
! RIJCOSX wB97M-V def2-TZVPD def2/J DEFGRID3
* xyz 1 1
H -4.4845 2.5104 2.0121
H -2.9187 1.1821 5.6551
H 3.5768 10.2333 -2.3459
N 4.5061 6.1150 -5.0473
N -4.7119 1.8587 2.7609
H 0.8892 -7.0284 -0.3764
C -0.9960 -1.1945 2.1854
H -7.5818 8.9702 1.1609
H 0.1852 -0.4620 -1.5006
N -7.2218 2.5333 4.8313
H 3.9514 -0.6524 4.4679
C -7.4933 3.4785 4.2367
H -6.7984 -1.1887 -1.0651
C -2.9165 -2.3069 3.4331
C -3.8936 1.3804 5.1418
H 0.0071 -0.7592 -3.2416
H 4.2885 -4.2420 -3.4155
H -1.8929 -0.5531 2.0383
H -2.1683 -5.5136 -6.0088
C 0.5981 -0.9934 -2.3573
C 1.5439 -6.9796 -1.2463
H 2.3887 -6.3362 -1.0212
C -1.5422 -2.5873 2.7079
C 6.1449 0.8127 -4.2362
N 9.8951 4.1910 -4.4432
N -5.5440 -1.2982 -3.9660
H 4.7534 -7.1527 -5.5924
H -6.1822 9.1890 2.2296
C -7.8420 4.6870 3.4658
N -6.2327 6.1213 1.4519
N 3.9653 -6.1098 -2.7104
H -3.4854 -4.6204 -1.1533
C -2.6868 -1.7612 4.8964
H -7.4523 0.2155 -1.9377
C -3.4005 -3.5471 -1.3202
C -6.3282 -0.3701 4.2739
C 4.8559 5.5038 -4.1382
C 3.9123 -3.5061 -4.1256
N -4.6187 -2.2308 0.6008
H 4.9723 3.6877 -3.0618
C 1.7399 -0.9513 4.6264
H 3.2860 9.2691 -3.8081
H -0.5354 -1.2846 1.1732
C -7.2354 -0.8496 -2.0041
H 2.9612 0.7571 5.0409
C 0.0553 -0.5586 3.1317
H 0.9941 -6.5571 -2.0851
H 2.9088 0.3483 3.3099
N 3.8413 7.1970 -1.4864
H -2.6843 -4.0752 -5.1064
C -3.1905 -5.9177 -4.2064
H -1.7429 -3.2647 1.8559
H 6.5783 2.8399 -4.6796
C 10.2490 3.5877 -3.5306
C 3.9245 9.3852 -2.9339
N 5.1852 2.3415 -0.2600
H -0.8560 -3.0684 3.4321
H -8.1633 -1.3912 -2.1809
N 5.4412 0.0377 -3.7151
N 2.3809 -9.3938 -1.8562
H 10.2863 3.2437 -1.4475
H 0.6194 0.2627 2.6198
C -2.9662 -5.0838 -5.4053
H -0.3725 -0.1073 4.0531
C 5.2067 -7.3956 -4.6326
C 0.5687 -2.4486 -2.1064
H -4.8720 0.9779 2.2649
H -7.7006 8.5381 2.8780
H -3.9394 -1.8797 6.7611
H 7.0037 0.8995 1.8975
H -2.0684 -2.5324 5.4116
H -4.2842 2.3036 5.6258
H -8.8901 4.6467 3.1701
H 4.9462 9.5712 -3.2608
C 5.3056 4.7210 -2.9693
H 5.4989 1.3444 2.7262
H -2.1315 -0.8051 4.9144
H 6.2569 -7.1081 -4.6503
C 5.5057 1.7174 0.6498
H -3.5466 -1.5697 2.8920
C 4.2988 -2.1507 -3.6745
C 2.0137 -8.3371 -1.5893
H 7.9953 1.7813 -4.5272
H 6.3936 4.7397 -2.9064
H -3.8782 -5.0381 -5.9985
H -5.9747 -1.0473 3.4585
C 4.5089 -6.6717 -3.5530
N -3.3657 -6.5811 -3.2784
C 6.9729 1.8442 -4.8946
C -3.5475 1.6288 3.6304
H -3.5167 -3.2459 3.5022
H -7.6775 5.5741 4.0753
H -6.6930 0.5667 3.8097
H 5.5567 -0.1084 1.7081
H 4.3327 -3.7262 -5.1181
C -4.0858 -2.8068 -0.2435
H -2.8658 0.8189 3.2877
C -6.2867 -1.0986 -3.1114
N 4.6227 -1.0151 -3.3000
C 3.8778 8.1571 -2.1164
H -2.3450 -3.2733 -1.3382
C -4.0459 -1.6886 5.6683
H 1.6278 -0.6702 -2.5182
N 0.5458 -3.5827 -1.9168
H -7.2211 4.7491 2.5730
O 1.0642 -1.5179 3.5519
H 4.8894 5.1471 -2.0587
O 1.3570 -1.0837 5.7528
H 2.8232 -3.5850 -4.1752
H -7.1761 -0.8758 4.7900
H -3.8511 -3.2998 -2.2812
P -4.9650 -0.0876 5.4844
H -4.7383 -2.4824 5.2976
C -7.0415 8.5571 2.0111
C 5.9180 0.9133 1.8181
H 6.9729 1.6886 -5.9718
H 5.1319 -8.4689 -4.4627
C 10.7045 2.8143 -2.3566
H 11.7912 2.8406 -2.2969
C 3.0113 -0.0908 4.3289
H -2.9387 2.5638 3.6014
C -6.5873 7.1872 1.6966
H 10.3771 1.7794 -2.4463
H -5.5927 0.1590 6.7402
*
```

***

No. 4
Formula: C9H17N3O5
Source: OMol25
Level of theory: the ωB97M-V functional and the def2-TZVPD basis

Properties
lowest unoccupied orbital energy = 0.48 eV
frontier orbital gap = 9.455 eV
ΔE to the lowest compared entry with this formula, charge and spin = 3.3949 eV

ORCA input file:
```
! RIJCOSX wB97M-V def2-TZVPD def2/J DEFGRID3
* xyz 0 1
H 0.7604 -0.1981 -2.5057
C 0.3087 -0.1935 1.7278
H -1.9037 -0.3335 -1.5467
O -0.0579 2.1534 1.0265
H -0.7607 1.5935 -0.5210
C -0.1585 -1.5613 -0.2665
C -0.1677 1.2511 1.8054
N -0.4799 -3.1663 -1.8677
C 1.6309 -0.2029 2.7163
N 0.5518 -0.4845 0.2939
H -0.2982 -3.8178 -1.1151
H 0.0210 -1.1521 -3.8012
O -1.0960 -2.0717 0.4154
H 3.0430 -0.5575 1.1528
H 1.2687 -2.0501 -1.7128
O 1.8999 1.1792 3.0207
H -1.1434 2.3436 2.8563
O -0.5716 1.6081 3.0498
H -0.5571 -0.8394 2.0244
H 1.3419 -0.0242 -0.1674
H 3.7104 -0.8247 2.8151
H 1.3799 1.5284 3.7289
H -0.6996 2.9596 -1.6169
H 1.1009 -0.6491 3.5994
H 2.7381 -1.8991 2.0949
C -1.5145 -0.1080 -2.5650
N -0.8370 1.9031 -1.4076
C 2.7466 -0.8684 2.1689
O -1.5934 1.9983 -3.5989
C -1.2656 1.3466 -2.6557
C -0.1011 -0.8514 -2.8052
H -0.8840 -3.3853 -2.7098
H -2.3216 -0.4330 -3.1948
C 0.1732 -1.9731 -1.7623
*
```

***

No. 5
Formula: C16H19AsBaF9O10S
Source: OMol25
Level of theory: the ωB97M-V functional and the def2-TZVPD basis

Properties
lowest unoccupied orbital energy = 2.22 eV
frontier orbital gap = 8.002 eV
ΔE to the lowest compared entry with this formula, charge and spin = 0.2465 eV

ORCA input file:
```
! RIJCOSX wB97M-V def2-TZVPD def2/J DEFGRID3
* xyz -1 1
H -4.7569 2.1123 0.0943
C -3.8004 0.2405 -0.4303
H -1.5725 3.9396 0.1062
F -1.3691 -3.4795 -1.3195
S 0.7051 2.4608 -2.2984
H 1.8198 3.4092 0.7047
F -1.3722 -4.6536 0.4836
H 5.0860 3.7639 -3.8812
F 2.6206 -2.4319 -0.8824
C -3.8190 1.5724 0.2862
C 1.6985 -3.3530 -1.1589
C -1.1369 -0.9748 3.2096
H -0.3701 -0.2416 3.4505
F 1.3375 -5.5575 0.9764
H -2.2893 -2.3070 0.9803
H -1.3539 -1.5932 4.0889
C 4.5692 3.1830 -3.1288
O 1.2442 1.1904 2.2448
H -4.7693 -0.2691 -0.4124
C 5.2633 2.5572 -2.0999
O -2.7717 -0.5945 0.0708
C 3.1917 3.0691 -3.1630
C -3.3601 -1.0636 2.3838
O 0.3328 2.9285 -0.9435
O 2.6343 3.2710 1.2185
H -3.2805 4.1294 0.6065
F 2.5019 -3.7979 1.4539
O 0.2625 -2.2208 0.3724
C -0.5966 -4.2453 -0.5426
H -3.5487 0.4352 -1.4757
H -2.1605 3.1641 1.6012
H -0.7633 -1.6260 2.4129
O -2.7143 2.3058 -0.2071
H -3.5251 -1.9018 3.0754
H 2.6180 3.5750 -3.9273
As 2.7649 1.5726 1.7561
O 2.6261 0.9005 -0.2312
O -2.2984 -0.2452 2.8196
F 2.3438 -4.5135 -1.3885
C -3.1303 -1.6145 0.9857
C 2.4890 2.3367 -2.2094
C -2.4211 3.4494 0.5749
C 3.1849 1.6639 -1.1853
F 1.1121 -2.9908 -2.3120
C 1.2602 -4.2272 1.1857
F 0.5367 -4.0490 2.2983
H 6.3414 2.6423 -2.0315
H -3.7154 1.4236 1.3666
O 0.1731 1.1084 -2.5274
H 5.1117 1.3104 -0.3620
C 4.5797 1.8202 -1.1568
C 0.6366 -3.4347 -0.0129
F -0.2806 -5.3418 -1.2533
H -4.0194 -2.1540 0.6377
Ba 0.0114 0.3852 0.0370
H -4.2552 -0.4371 2.4036
O 0.3937 3.3979 -3.3449
*
```

***

No. 6
Formula: C13H23BCoN6Si
Source: OMol25
Level of theory: the ωB97M-V functional and the def2-TZVPD basis

Properties
lowest unoccupied orbital energy (spin up / spin down) = 0.14 / -0.02 eV
frontier orbital gap (spin up / spin down) = 6.640 / 7.841 eV
expectation value of S² = 3.77

ORCA input file:
```
! RIJCOSX wB97M-V def2-TZVPD def2/J DEFGRID3
* xyz 0 4
H -0.2771 0.3781 -3.6533
H 0.0596 -0.1891 4.3977
H 2.7094 -2.3127 -0.0887
H -2.3088 -0.5827 1.0195
C -1.9811 -1.1398 1.9120
C 2.8386 1.6188 2.1786
C -0.6404 2.7216 -2.0628
H -2.5029 -0.0956 -4.4117
H -0.8805 -1.2495 1.8452
C -4.0191 -0.7368 -1.5325
H 3.2494 -1.6884 1.9883
N 1.4381 -0.8960 -1.0336
N 0.5308 -0.9726 -2.0838
N 0.5139 1.5981 -0.5169
C 0.7390 -2.1395 -2.7503
C 1.7254 -2.8529 -2.0715
N -0.2161 1.4824 -1.6948
C 2.0838 -2.0915 -0.9531
H 0.2292 1.5598 4.0247
H 3.3343 1.5620 1.1833
C -0.3116 3.6106 -1.0303
C -2.8901 -0.2841 -3.4116
H 0.5473 3.0961 1.0132
H 2.1352 -3.7944 -2.3677
H 1.7166 -2.2640 2.7350
C 0.7668 0.6097 4.1365
H -5.0808 -0.6673 -3.4992
H 2.2854 2.5591 2.2705
H -0.4817 4.6717 -1.0453
Si 1.6900 0.1887 2.5600
C 0.2868 2.8513 -0.0246
H 0.1996 -2.3806 -3.6621
H -2.2257 -0.5467 2.7883
N -2.0387 -0.2468 -2.3538
H -4.7673 -0.9845 -0.7783
B -0.4905 0.1483 -2.4639
H -2.4455 -2.1419 1.9621
H 3.6028 1.5553 2.9559
H -1.1316 2.8741 -3.0068
H 2.9752 -1.4707 3.7684
H 1.5087 0.7097 4.9453
C 2.5030 -1.4922 2.7753
Co 1.9439 0.5416 0.1656
C -4.1750 -0.5825 -2.9363
N -2.7484 -0.5345 -1.1926
*
```

***

No. 7
Formula: C3H4OS
Source: OMol25
Level of theory: the ωB97M-V functional and the def2-TZVPD basis

Properties
lowest unoccupied orbital energy = -0.47 eV
frontier orbital gap = 8.359 eV
ΔE to the lowest compared entry with this formula, charge and spin = 4.0068 eV

ORCA input file:
```
! RIJCOSX wB97M-V def2-TZVPD def2/J DEFGRID3
* xyz 0 1
C 1.0848 -0.0949 0.7941
S -1.4271 0.3586 -1.1808
H -2.6302 0.2747 0.7406
H 2.5506 -1.7748 -1.4625
H 0.3854 0.1305 1.5445
C 1.8254 -0.7494 0.1078
O 2.8183 -1.1174 -0.7165
H -2.3457 2.0058 0.0654
C -2.2615 0.9668 0.1075
*
```

***

No. 8
Formula: C4H10NO
Source: OMol25
Level of theory: the ωB97M-V functional and the def2-TZVPD basis

Properties
lowest unoccupied orbital energy = -3.14 eV
frontier orbital gap = 12.230 eV
ΔE to the lowest compared entry with this formula, charge and spin = 5.4527 eV

ORCA input file:
```
! RIJCOSX wB97M-V def2-TZVPD def2/J DEFGRID3
* xyz 1 1
H 1.2333 -1.9649 -0.9818
O -0.7391 -0.1137 -1.5335
H -0.4227 -1.8652 0.4891
H -1.1280 1.9102 1.0502
N -0.6263 0.2876 -0.1141
H 2.7855 -0.9230 -1.2227
H 1.0673 1.2852 -1.4621
C 0.5003 0.3310 -1.0371
H -0.5532 -0.7625 1.7988
H -1.9728 -1.0319 0.7981
H 2.0056 -1.0873 0.5121
C -0.8144 -0.9033 0.7873
H -1.2007 2.1746 -0.6342
C -1.3820 1.4722 0.1749
C 1.8524 -1.0772 -0.6889
H -2.4397 1.3141 0.2549
*
```

***

No. 9
Formula: C28H56Cl5F9N6O3S3
Source: OMol25
Level of theory: the ωB97M-V functional and the def2-TZVPD basis

Properties
lowest unoccupied orbital energy = -1.38 eV
frontier orbital gap = 3.982 eV

ORCA input file:
```
! RIJCOSX wB97M-V def2-TZVPD def2/J DEFGRID3
* xyz 0 1
Cl 4.2154 -2.7646 3.0797
H -0.8229 3.0509 -9.4091
C -1.1207 4.2719 -2.5200
C -7.8605 -0.1354 -1.1109
C 2.1933 -1.5010 -0.1356
H 1.3840 -2.8473 8.2168
H 0.5639 5.1824 2.1033
C -1.6094 4.1442 -5.5978
H 0.9824 1.2116 2.3509
H 3.2245 -2.0822 -0.2908
H 0.2763 -2.8638 6.8303
H -3.2562 2.7430 -4.8774
H -1.7380 -2.5294 -2.7534
F -2.3335 -6.6324 0.9738
H 0.1667 -1.1648 4.3321
H 1.5211 -1.2773 -2.4099
C -3.6279 1.1810 -2.5395
H -8.7849 -0.2147 -0.5318
O -6.8094 -0.6651 -3.2072
C -8.0174 -0.7843 -2.4705
H 1.7712 -1.8755 0.8910
H -3.9113 3.4101 -2.0378
Cl -2.3826 1.5523 -8.4614
N -2.0005 3.1950 -3.1509
C -0.3823 -1.6642 -1.1359
C 1.0224 -0.9565 5.1103
H 0.8459 -5.2491 8.6816
H 2.9738 0.2831 5.3242
Cl -2.1137 -4.1946 -3.3028
H 1.6247 -1.9495 5.2643
C 0.1755 -4.6282 8.0783
C -2.6866 3.6787 -4.4077
C 0.9372 -3.4818 7.4457
O 3.8183 -0.0447 -2.5644
H 0.5001 -0.7162 6.1456
H 2.7273 -1.1747 3.0029
H 1.5869 5.6630 -2.5807
H 6.4641 -3.4279 2.7902
C -0.7616 2.0615 -8.9492
H -3.4801 0.3422 -1.7278
H 6.2864 -1.6728 2.9539
H -0.5025 -3.7803 -2.0741
H -4.8012 1.3274 -2.6638
H 4.0298 -1.0289 -2.3969
C -1.2359 -2.9215 -1.7437
O 1.9818 -3.9868 6.6270
H 5.2474 -1.5892 0.6265
H -1.4942 5.3297 -5.5997
H -6.1103 -1.1103 -2.6981
F -1.4465 -3.1740 1.6044
F -0.6590 -5.3992 2.2510
H -2.4859 2.5443 -1.0895
H -3.2301 0.7902 -3.5707
H -0.2548 -5.2783 7.3096
C 2.0172 0.2868 4.6109
C 0.6907 4.0191 2.3156
H -0.3651 1.3432 -9.6708
N 1.6808 0.5191 2.0046
C 5.9145 -2.3911 0.9579
C 1.2463 -1.8964 -1.4268
H 2.4705 2.7837 3.2663
H 3.6382 0.5783 2.9683
H -0.6600 -0.6982 -1.7801
N 3.5201 2.0210 -0.9565
F -3.5439 -4.1874 -1.5727
F -1.3053 -6.0004 -1.0847
H -7.0495 -0.6081 -0.5472
C -3.0074 2.6456 -2.1398
C 3.3345 0.5588 -1.3078
F -3.3593 -4.5558 1.2702
C -2.0674 -4.1291 0.6113
N 2.5773 -0.0178 -0.1305
C 2.6005 0.0032 3.0877
S -0.9722 -5.6213 0.5442
N 2.8882 3.4319 1.1286
Cl 5.4558 -3.8821 0.0983
H 4.4493 4.3806 -0.2248
H -7.5994 0.9227 -1.2173
H 1.5035 -3.0186 -1.6900
H 2.7755 4.2209 -2.2624
H -1.9696 3.7727 -6.6735
H -0.6307 -4.2556 8.7164
H -0.5332 3.7326 -5.3202
F 0.4577 -4.7467 0.1970
S -1.4130 5.9453 -2.5975
H 2.9488 6.5464 -0.7687
H -0.6164 -1.3845 -0.0249
H 2.7942 4.6261 3.0009
N 2.3513 0.9335 0.8689
H -8.2657 -1.8456 -2.3724
H 1.4863 1.3342 4.7146
C 3.5070 4.6566 0.4230
C 1.8602 4.8100 -1.7957
C -2.4878 -3.4312 -0.7980
F -0.0102 -7.0447 0.6163
H -8.8137 -0.2946 -3.0388
S 0.3769 3.6944 -1.5444
C 2.3093 3.6575 2.5049
H 6.9311 -2.1421 0.6381
H 3.9147 5.3788 1.2817
H 1.4793 5.8012 0.2231
H -3.4684 4.5595 -4.2227
H 1.5740 -4.5421 5.9405
C 2.9159 2.2593 0.4204
C 2.4193 5.5351 -0.4329
H 0.3274 3.3839 1.3855
H 0.1209 3.7327 3.3190
F -3.2014 -2.1534 -0.4074
Cl 0.3262 2.1398 -7.5580
C 5.8757 -2.5633 2.4676
*
```

***

No. 10
Formula: C5H9N
Source: OMol25
Level of theory: the ωB97M-V functional and the def2-TZVPD basis

Properties
lowest unoccupied orbital energy = 1.07 eV
frontier orbital gap = 10.823 eV
ΔE to the lowest compared entry with this formula, charge and spin = 1.9477 eV

ORCA input file:
```
! RIJCOSX wB97M-V def2-TZVPD def2/J DEFGRID3
* xyz 0 1
H -2.6881 1.0009 -1.4430
H -1.8476 2.0535 -0.2892
H -0.6321 -1.4240 1.1722
H -2.4993 0.4350 0.2913
H 3.4418 -1.3760 -0.5789
C -0.7446 0.3081 -0.8899
C -2.0304 0.9954 -0.5597
H 0.3713 1.2617 0.7420
C 1.4671 -0.3412 -0.0617
H 0.2550 -0.5861 2.1866
H -0.2455 0.8483 -1.6995
C 0.1820 0.2468 0.3565
H -0.8799 -0.6985 -1.2411
C 2.4766 -0.9162 -0.4049
N -0.4828 -0.4674 1.4597
*
```

***

The records above give, respectively, largest force on an atom values of 3.52, 2.59, 7.05, 9.01, 1.38, 3.20, 5.47, 4.71, 8.72, 1.60 eV/Å.